Here is an isolated molecule of C6H10 from the Open Molecules 2025 dataset. Energies are from ωB97M-V/def2-TZVPD.

Structure (ORCA input):
```
! RIJCOSX wB97M-V def2-TZVPD def2/J DEFGRID3
* xyz 0 1
C 1.88 -0.36 0.42
C 0.70 0.11 -0.47
C 0.02 1.33 0.11
C -1.26 1.13 0.38
C -1.72 -0.26 0.03
C -0.46 -0.91 -0.61
H 1.95 0.24 1.34
H 2.84 -0.27 -0.10
H 1.78 -1.40 0.73
H 1.10 0.33 -1.47
H 0.57 2.24 0.32
H -1.93 1.87 0.83
H -2.04 -0.80 0.93
H -2.57 -0.26 -0.66
H -0.65 -1.14 -1.66
H -0.21 -1.86 -0.12
*
```

## Properties
frontier orbital gap	10.29	eV
LUMO	0.045	Eh
energy	-6383.57732	eV
SMILES	C[C@@H]1C=CCC1

Mulliken population analysis, charges in e, atoms 1 to 8: atom 1 (C): -1.2383, atom 2 (C): 0.4770, atom 3 (C): -0.6896, atom 4 (C): -0.3995, atom 5 (C): -0.5489, atom 6 (C): -0.7766, atom 7 (H): 0.3193, atom 8 (H): 0.2868



Here is an isolated molecule of C6H13N3 at a distorted geometry from the Open Molecules 2025 dataset. Energies are from ωB97M-V/def2-TZVPD.

Structure (ORCA input):
```
! RIJCOSX wB97M-V def2-TZVPD def2/J DEFGRID3
* xyz 0 1
C 0.00 2.92 0.97
N 0.67 2.48 -0.23
C 0.55 1.29 -0.67
C 1.25 0.88 -1.92
N -0.09 0.25 0.06
N -0.61 -0.85 -0.71
C 0.36 -1.95 -0.69
C -0.90 -2.05 0.08
C -0.99 -2.02 1.57
H 0.19 2.24 1.85
H -1.11 2.89 0.87
H 0.28 3.94 1.22
H 0.51 0.42 -2.60
H 2.06 0.19 -1.74
H 1.66 1.73 -2.46
H -0.83 0.60 0.64
H 1.26 -1.71 -0.13
H 0.47 -2.54 -1.61
H -1.72 -2.63 -0.36
H -0.13 -1.53 2.04
H -1.87 -1.48 1.90
H -1.01 -3.06 1.93
*
```

## Properties
frontier orbital gap	9.23	eV
LUMO	0.035	Eh
energy	-10900.81284	eV
SMILES	C/N=C(/C)NN1C[C@H]1C

Mulliken population analysis, charges in e, atoms 1 to 8: atom 1 (C): -0.8714, atom 2 (N): -0.5916, atom 3 (C): 0.6310, atom 4 (C): -1.0871, atom 5 (N): -0.0169, atom 6 (N): -0.2712, atom 7 (C): -0.5376, atom 8 (C): 0.2733



Here is a structure of composition C50H42N4O6PbS2 at a distorted geometry from the Open Molecules 2025 dataset. Energies are from ωB97M-V/def2-TZVPD.

Structure (ORCA input):
```
! RIJCOSX wB97M-V def2-TZVPD def2/J DEFGRID3
* xyz 0 1
Pb 0.90 -0.71 -0.79
O 2.98 -1.38 -0.24
C 3.81 -0.87 0.72
C 3.55 0.65 0.98
C 2.29 0.99 1.73
C 2.36 1.71 2.92
C 1.19 2.00 3.60
C -0.02 1.58 3.08
C -0.03 0.90 1.87
C -1.31 0.54 1.18
C -1.68 -0.97 1.13
O -0.63 -1.74 0.78
C -2.24 -1.51 2.48
C -2.38 -2.89 2.64
C -2.82 -3.42 3.84
C -3.11 -2.59 4.91
C -3.00 -1.22 4.75
C -2.58 -0.69 3.54
C -2.86 -1.15 0.14
C -2.99 -2.37 -0.52
C -4.05 -2.61 -1.37
C -5.00 -1.63 -1.58
C -4.86 -0.40 -0.97
C -3.80 -0.16 -0.11
N 1.11 0.63 1.23
C 3.73 -1.73 1.97
C 3.67 -1.25 3.27
C 3.42 -2.11 4.33
C 3.29 -3.47 4.12
C 3.42 -3.97 2.84
C 3.63 -3.11 1.78
C 5.21 -0.95 0.05
C 6.29 -1.59 0.63
C 7.48 -1.73 -0.08
C 7.59 -1.24 -1.37
C 6.51 -0.60 -1.95
C 5.32 -0.46 -1.25
H 3.50 1.10 -0.01
H 4.41 1.08 1.50
H 3.31 2.05 3.29
H 1.21 2.58 4.51
H -0.93 1.83 3.60
H -1.21 0.83 0.14
H -2.11 1.13 1.62
H -2.14 -3.54 1.82
H -2.93 -4.49 3.94
H -3.42 -3.01 5.86
H -3.24 -0.56 5.57
H -2.54 0.39 3.45
H -2.23 -3.12 -0.37
H -4.14 -3.57 -1.86
H -5.85 -1.82 -2.22
H -5.58 0.39 -1.15
H -3.73 0.82 0.35
H 3.79 -0.21 3.49
H 3.31 -1.71 5.33
H 3.10 -4.14 4.95
H 3.33 -5.04 2.66
H 3.70 -3.49 0.77
H 6.22 -1.99 1.63
H 8.31 -2.24 0.37
H 8.50 -1.39 -1.94
H 6.58 -0.22 -2.96
H 4.47 0.00 -1.71
C -2.38 -0.74 -4.41
C -0.98 -0.61 -3.84
O -0.89 -0.24 -2.67
C 0.14 -0.92 -4.71
C -0.06 -1.36 -6.02
C 0.97 -1.64 -6.88
C 2.29 -1.52 -6.43
C 2.55 -1.13 -5.15
C 1.50 -0.78 -4.23
O 1.84 -0.34 -3.10
H -3.08 -0.33 -3.69
H -2.62 -1.79 -4.56
H -2.47 -0.21 -5.35
H -1.07 -1.48 -6.38
H 0.77 -1.96 -7.89
H 3.11 -1.75 -7.11
H 3.55 -1.02 -4.78
N -6.79 3.04 0.16
C -5.49 3.37 0.37
C -4.85 3.00 1.56
C -3.54 3.36 1.78
C -2.85 4.09 0.82
C -3.46 4.45 -0.36
C -4.77 4.10 -0.59
S -1.14 4.48 1.13
O -0.89 4.46 2.54
O -0.78 5.67 0.39
N -0.38 3.17 0.49
C 0.06 3.15 -0.72
S -0.14 4.58 -1.84
C 0.67 3.67 -3.04
C 1.05 2.44 -2.56
N 0.70 2.15 -1.30
H -7.29 2.50 0.85
H -7.25 3.28 -0.70
H -5.39 2.44 2.31
H -3.03 3.12 2.70
H -2.90 5.03 -1.08
H -5.26 4.38 -1.51
H 0.86 4.08 -4.01
H 1.61 1.70 -3.11
*
```

## Properties
frontier orbital gap (alpha / beta)	4.66 / 4.78	eV
LUMO (alpha / beta)	-0.104 / -0.097	Eh
energy	-97693.25008	eV

Mulliken population analysis, charges in e, atoms 1 to 8: atom 1 (Pb): 1.8136, atom 2 (O): -0.9058, atom 3 (C): 3.1063, atom 4 (C): -2.5916, atom 5 (C): 0.4717, atom 6 (C): -0.4600, atom 7 (C): -1.2991, atom 8 (C): 0.0340